Below is a structure of composition C43H58NO4P3PdSi in a non-equilibrium geometry, with properties calculated with wB97M-V/def2-TZVPD.

Last column: Löwdin charge in e.
Positions of all 111 atoms, in Å:
1 Pd 0.579 0.358 0.015  0.36
2 C 0.181 -2.698 3.317  -0.10
3 C 1.465 -2.053 2.772  -0.49
4 C 2.670 -2.846 3.280  -0.09
5 P 1.362 -1.726 0.952  1.05
6 C 3.014 -1.963 0.167  -0.54
7 C 3.983 -0.890 0.708  -0.11
8 C 3.666 -3.343 0.115  -0.11
9 C 0.226 -3.021 0.308  -0.37
10 C 0.409 -4.389 0.528  -0.10
11 C -0.536 -5.316 0.111  -0.07
12 C -1.688 -4.886 -0.537  -0.07
13 C -1.877 -3.530 -0.762  -0.09
14 C -0.936 -2.581 -0.333  -0.28
15 Si -1.256 -0.760 -0.632  0.55
16 C -1.620 -0.505 -2.457  -0.29
17 C -2.939 -0.429 -2.925  -0.10
18 C -3.213 -0.238 -4.272  -0.07
19 C -2.164 -0.131 -5.177  -0.07
20 C -0.853 -0.206 -4.731  -0.10
21 C -0.561 -0.372 -3.374  -0.37
22 P 1.166 -0.507 -2.718  1.09
23 C 1.905 -1.717 -3.967  -0.52
24 C 3.019 -1.231 -4.888  -0.11
25 C 2.365 -2.968 -3.207  -0.13
26 C 1.884 1.204 -2.964  -0.56
27 C 3.188 1.329 -2.165  -0.12
28 C 2.051 1.837 -4.345  -0.11
29 C -2.637 0.014 0.363  -0.29
30 C -3.791 -0.662 0.765  -0.08
31 C -4.763 -0.022 1.529  -0.07
32 C -4.583 1.303 1.895  -0.07
33 C -3.448 1.996 1.483  -0.09
34 C -2.471 1.363 0.723  -0.36
35 P -1.008 2.199 -0.050  1.06
36 C -1.913 2.763 -1.603  -0.49
37 C -2.921 3.890 -1.355  -0.11
38 C -1.040 3.121 -2.814  -0.09
39 C -0.694 3.786 0.820  -0.52
40 C 0.619 4.374 0.271  -0.10
41 C -0.631 3.756 2.346  -0.08
42 H 0.066 -2.426 4.369  0.09
43 H 0.239 -3.787 3.253  0.07
44 H -0.727 -2.390 2.796  0.07
45 H 1.535 -1.047 3.181  0.07
46 H 2.658 -3.877 2.919  0.07
47 H 2.610 -2.885 4.371  0.09
48 H 3.623 -2.395 3.025  0.06
49 H 2.763 -1.681 -0.855  0.02
50 H 4.550 -1.258 1.562  0.07
51 H 3.478 0.026 1.028  0.05
52 H 4.706 -0.620 -0.067  0.08
53 H 4.060 -3.649 1.083  0.06
54 H 4.510 -3.311 -0.582  0.08
55 H 2.985 -4.114 -0.246  0.06
56 H 1.297 -4.738 1.043  0.10
57 H -0.377 -6.371 0.297  0.11
58 H -2.434 -5.602 -0.861  0.11
59 H -2.772 -3.206 -1.289  0.10
60 H -3.765 -0.509 -2.223  0.10
61 H -4.239 -0.178 -4.618  0.11
62 H -2.367 0.006 -6.233  0.11
63 H -0.049 -0.138 -5.454  0.10
64 H 1.057 -2.013 -4.585  0.09
65 H 3.841 -0.780 -4.326  0.07
66 H 2.671 -0.509 -5.623  0.06
67 H 3.434 -2.082 -5.437  0.08
68 H 3.319 -2.792 -2.701  0.07
69 H 2.513 -3.796 -3.907  0.08
70 H 1.639 -3.288 -2.455  0.06
71 H 1.130 1.778 -2.432  0.04
72 H 3.955 0.639 -2.529  0.07
73 H 3.049 1.131 -1.103  0.04
74 H 3.589 2.343 -2.257  0.08
75 H 2.941 1.475 -4.853  0.06
76 H 2.169 2.919 -4.224  0.08
77 H 1.189 1.681 -4.995  0.06
78 H -3.924 -1.710 0.510  0.10
79 H -5.645 -0.561 1.852  0.11
80 H -5.323 1.802 2.508  0.11
81 H -3.324 3.029 1.787  0.11
82 H -2.471 1.865 -1.867  0.07
83 H -2.422 4.858 -1.269  0.08
84 H -3.536 3.735 -0.468  0.06
85 H -3.594 3.952 -2.213  0.08
86 H -0.203 3.775 -2.563  0.06
87 H -1.651 3.650 -3.550  0.09
88 H -0.650 2.232 -3.304  0.04
89 H -1.523 4.427 0.529  0.08
90 H 1.454 3.737 0.571  0.07
91 H 0.784 5.370 0.689  0.09
92 H 0.628 4.466 -0.815  0.05
93 H 0.379 3.533 2.677  0.07
94 H -1.304 3.034 2.801  0.05
95 H -0.897 4.746 2.727  0.09
96 O 2.701 1.757 3.950  0.01
97 C 1.708 1.434 3.290  -0.68
98 O 1.607 1.273 2.039  -0.15
99 C 0.428 1.204 4.095  -0.14
100 C 0.344 1.705 5.392  0.01
101 C -0.821 1.565 6.127  0.01
102 C -1.887 0.907 5.542  -0.14
103 C -1.834 0.378 4.273  0.00
104 C -0.660 0.542 3.550  -0.05
105 N -3.157 0.773 6.324  -0.35
106 O -4.111 0.273 5.761  0.06
107 O -3.159 1.180 7.467  0.07
108 H 1.207 2.210 5.803  0.12
109 H -0.915 1.958 7.128  0.12
110 H -2.695 -0.132 3.859  0.11
111 H -0.588 0.174 2.534  0.08

Gap between HOMO and LUMO (hartree): 0.2734
HOMO level (eV): -7.38
LUMO level (eV): 0.1


Below is a structure of composition C43H60AgN3O6PSSi3 in a non-equilibrium geometry, with properties calculated with wB97M-V/def2-TZVPD.

Last column: Löwdin charge in e.
Positions of all 118 atoms, in Å:
1 Ag -0.063 -1.125 0.112  0.67
2 C -2.141 3.207 -0.925  -0.18
3 Si -3.184 1.870 -0.080  0.34
4 C -4.886 2.679 0.214  -0.19
5 C -2.434 1.743 1.664  -0.20
6 C -3.249 0.294 -0.982  -0.47
7 Si -3.225 0.348 -2.805  0.36
8 C -4.312 1.735 -3.534  -0.20
9 C -1.528 0.622 -3.601  -0.20
10 C -3.885 -1.213 -3.707  -0.18
11 Si -4.075 -1.106 -0.244  0.40
12 C -5.911 -1.372 -0.719  -0.18
13 C -4.151 -1.194 1.650  -0.19
14 C -3.252 -2.792 -0.759  -0.30
15 C -3.957 -4.000 -0.689  -0.09
16 C -3.463 -5.145 -1.286  -0.08
17 C -2.254 -5.068 -1.959  -0.09
18 C -1.572 -3.864 -1.918  -0.19
19 N -2.027 -2.771 -1.317  0.05
20 H -2.410 4.197 -0.548  0.02
21 H -2.250 3.221 -2.007  0.00
22 H -1.088 3.032 -0.715  0.01
23 H -4.818 3.558 0.858  0.01
24 H -5.572 1.970 0.681  0.01
25 H -5.333 2.987 -0.732  0.01
26 H -2.053 2.719 1.975  0.03
27 H -1.603 1.039 1.656  -0.02
28 H -3.153 1.413 2.414  0.02
29 H -4.053 2.713 -3.128  0.00
30 H -5.365 1.555 -3.305  0.02
31 H -4.207 1.786 -4.621  0.02
32 H -1.134 1.615 -3.385  0.01
33 H -1.598 0.505 -4.686  0.02
34 H -0.807 -0.095 -3.213  0.00
35 H -4.379 -1.952 -3.078  -0.01
36 H -3.063 -1.719 -4.213  0.01
37 H -4.606 -0.912 -4.470  0.02
38 H -6.523 -0.762 -0.051  0.02
39 H -6.272 -2.398 -0.643  0.00
40 H -6.099 -1.027 -1.736  0.01
41 H -4.875 -0.470 2.030  0.03
42 H -3.189 -0.971 2.100  -0.01
43 H -4.478 -2.186 1.976  0.03
44 H -4.921 -4.020 -0.198  0.09
45 H -4.023 -6.073 -1.257  0.10
46 H -1.838 -5.916 -2.486  0.09
47 H -0.603 -3.772 -2.395  0.10
48 O 6.605 3.789 -1.126  0.09
49 C 6.613 2.994 -0.029  -0.47
50 O 7.321 3.279 0.908  0.10
51 C 5.716 1.801 -0.047  -0.14
52 C 5.464 1.172 1.174  -0.01
53 C 4.601 0.098 1.242  0.00
54 C 4.018 -0.403 0.076  -0.27
55 C 4.269 0.215 -1.146  -0.03
56 C 5.104 1.316 -1.200  -0.02
57 N 3.144 -1.487 0.209  0.13
58 C 3.176 -2.432 -0.647  -0.09
59 C 2.274 -3.599 -0.525  -0.25
60 C 2.686 -4.828 -1.033  -0.02
61 C 1.921 -5.952 -0.771  -0.06
62 C 0.763 -5.808 -0.028  -0.06
63 C 0.390 -4.531 0.373  -0.15
64 N 1.109 -3.448 0.126  0.07
65 H 5.867 3.553 -1.712  0.06
66 H 5.930 1.571 2.064  0.12
67 H 4.334 -0.356 2.184  0.11
68 H 3.746 -0.108 -2.035  0.12
69 H 5.243 1.788 -2.167  0.12
70 H 3.921 -2.484 -1.452  0.13
71 H 3.611 -4.896 -1.590  0.11
72 H 2.228 -6.923 -1.136  0.11
73 H 0.130 -6.652 0.206  0.11
74 H -0.543 -4.376 0.900  0.10
75 C 4.318 8.688 -3.905  -0.08
76 C 3.653 7.469 -3.312  -0.76
77 O 2.507 7.445 -2.961  0.04
78 S 4.760 6.073 -3.214  1.01
79 C 3.698 4.804 -2.591  -0.57
80 C 3.206 3.829 -3.452  -0.10
81 C 2.434 2.794 -2.961  -0.04
82 C 2.138 2.702 -1.595  -0.27
83 C 2.603 3.717 -0.749  -0.02
84 C 3.378 4.751 -1.237  -0.10
85 C 1.445 1.576 -1.078  -0.21
86 C 0.848 0.611 -0.634  -0.11
87 H 4.005 9.566 -3.342  0.08
88 H 3.970 8.796 -4.932  0.09
89 H 5.403 8.607 -3.906  0.06
90 H 3.433 3.885 -4.509  0.10
91 H 2.049 2.032 -3.626  0.12
92 H 2.363 3.664 0.304  0.12
93 H 3.748 5.517 -0.569  0.12
94 C 1.002 -3.806 6.124  -0.08
95 C 1.633 -2.795 5.189  -0.34
96 O 0.616 -2.023 4.568  -0.33
97 P 0.683 -1.816 2.921  0.85
98 O 0.963 -0.249 2.793  -0.35
99 C 0.260 0.778 3.513  -0.28
100 C 1.114 1.283 4.655  -0.07
101 O -0.939 -1.818 2.640  -0.37
102 C -1.674 -2.985 3.013  -0.33
103 C -2.462 -2.749 4.283  -0.07
104 H 1.771 -4.389 6.630  0.07
105 H 0.358 -4.490 5.570  0.07
106 H 0.397 -3.303 6.878  0.08
107 H 2.238 -3.298 4.426  0.09
108 H 2.296 -2.121 5.740  0.11
109 H -0.702 0.395 3.860  0.11
110 H 0.066 1.563 2.784  0.10
111 H 1.380 0.467 5.325  0.06
112 H 0.564 2.033 5.227  0.08
113 H 2.027 1.743 4.279  0.08
114 H -0.985 -3.830 3.138  0.10
115 H -2.336 -3.212 2.175  0.09
116 H -1.791 -2.556 5.118  0.06
117 H -3.070 -3.627 4.508  0.08
118 H -3.126 -1.896 4.157  0.07

Gap between HOMO and LUMO (hartree): 0.1795
Net charge: -1
HOMO level (eV): -3.48
LUMO level (eV): 1.4


Number 1 is which compound?
C43H58NO4P3PdSi